DFT (ωB97M-V/def2-TZVPD) results for C5H11GaMgO4 as an isolated structure at a distorted geometry.

Computed properties:
Gap between HOMO and LUMO (spin up / spin down) = 5.4 / 8.1 eV
Multiplicity = 2
Charge = +1

Cartesian coordinates (Å):
O (1.47840, -0.44756, 0.68842)
C (1.15812, -1.79779, 0.84599)
C (0.19727, -2.32809, -0.21331)
O (-1.08740, -1.75288, -0.19072)
C (-1.29276, -0.57362, -1.01204)
C (-2.37409, 0.25311, -0.37691)
O (-1.72395, 1.17932, 0.54144)
C (-2.56259, 2.10768, 1.18928)
Ga (0.13292, 0.73939, -0.10599)
H (0.70796, -1.97129, 1.84246)
H (2.06843, -2.42632, 0.80662)
H (0.07178, -3.41190, -0.05438)
H (0.64788, -2.18645, -1.21262)
H (-1.61598, -0.88734, -2.01754)
H (-3.10738, -0.32357, 0.21490)
H (-2.90747, 0.85152, -1.13347)
H (-1.93197, 2.74806, 1.81556)
H (-3.09954, 2.72707, 0.45335)
H (-3.29715, 1.58003, 1.81682)
Mg (3.02324, 0.74302, 0.43378)
O (1.79628, 1.66440, -0.82483)
H (1.90676, 1.97600, -1.76651)

Forces on atoms 1 to 6 (eV/Å):
O -0.61 1.81 -0.31
C -0.66 -1.78 0.76
C 0.66 -0.37 -0.62
O -0.43 0.76 0.10
C 0.36 0.11 1.42
C -1.20 -0.23 -0.30

***

DFT (ωB97M-V/def2-TZVPD) results for a 2-piece molecular cluster, C6H16 overall at a distorted geometry.

Computed properties:
ΔE to the lowest compared entry with this formula, charge and spin = 196.0 kJ/mol
Gap between HOMO and LUMO = 11.7 eV
SMILES = CC(C)C.CC
Charge = 0

Cartesian coordinates (Å):
C (0.91478, -0.97750, 0.88554)
C (0.19937, -1.63126, -0.38982)
C (1.00238, -1.17933, -1.66576)
C (0.12732, -3.15338, -0.40022)
H (1.84118, -1.36126, 1.08972)
H (0.39514, -1.30360, 1.87372)
H (1.04470, 0.06700, 0.76188)
H (-0.76789, -1.13775, -0.71847)
H (0.32761, -1.30120, -2.41321)
H (1.28320, -0.11855, -1.54279)
H (1.95752, -1.73369, -1.81585)
H (0.91691, -3.65715, -0.00517)
H (-0.77140, -3.53857, -0.00842)
H (0.20700, -3.54172, -1.41919)
C (-1.31790, 3.08670, 1.45528)
C (-0.90044, 3.58070, 0.08989)
H (-2.32033, 2.79715, 1.47433)
H (-0.83115, 2.18525, 1.73308)
H (-1.12471, 3.57829, 2.32294)
H (-1.06837, 2.59994, -0.59238)
H (0.18968, 3.82144, -0.16595)
H (-1.43220, 4.28886, -0.42369)

Forces on atoms 1 to 6 (eV/Å):
C -4.16 -1.83 0.50
C 1.58 1.52 -0.73
C 2.41 0.36 3.24
C -1.44 1.34 -2.04
H 2.69 -1.29 -0.31
H 0.26 1.13 -1.59

***

Question: Which formula does entry 2 have?
Answer: C6H16

***

Question: Which value of charge does entry 1 give?
Answer: +1